Entry 1:
84
Properties=species:S:1:pos:R:3:lowdin_charge:R:1 method="wB97M-V/def2-TZVPD" orbital_gap_ev=6.9 homo_energy_ev=-11.317 e_above_lowest_ev=5.954 charge=+1 e_lumo_ev=-4.4
C 2.579 -1.667 2.926 -0.11
C 2.722 -2.423 1.515 -0.26
C 3.092 -1.439 0.278 -0.21
C 3.048 -2.274 -1.109 -0.22
C 2.470 -1.451 -2.358 -0.20
C 0.960 -0.929 -2.183 -0.21
C 0.036 -1.837 -1.239 -0.15
C -1.468 -1.191 -1.235 -0.12
N -2.046 -1.135 0.167 -0.04
C -3.213 -1.977 0.435 0.03
C -3.922 -2.052 1.812 0.01
C -3.314 -1.178 2.978 0.01
C -2.086 -0.295 2.657 0.04
C -1.476 -0.284 1.204 -0.04
C -0.222 0.690 0.936 -0.10
C -0.395 2.161 1.557 -0.06
C 1.033 2.734 2.057 -0.35
O 1.573 3.691 1.435 0.07
O 1.650 2.104 3.183 0.03
H 1.928 -0.716 2.883 0.04
H 2.095 -2.376 3.689 0.07
H 3.639 -1.450 3.324 0.09
H 1.762 -3.011 1.303 0.09
H 3.579 -3.191 1.642 0.12
H 4.192 -1.128 0.463 0.12
H 2.451 -0.494 0.237 0.09
H 2.553 -3.314 -0.977 0.11
H 4.154 -2.511 -1.363 0.12
H 2.553 -2.088 -3.305 0.11
H 3.151 -0.532 -2.542 0.13
H 1.000 0.181 -1.889 0.11
H 0.480 -0.949 -3.251 0.11
H -0.109 -2.903 -1.666 0.14
H 0.353 -1.859 -0.137 0.09
H -1.486 -0.148 -1.732 0.14
H -2.189 -1.836 -1.855 0.13
H -3.672 -2.619 -0.403 0.14
H -4.844 -2.697 2.018 0.12
H -3.776 -1.180 4.028 0.12
H -1.639 0.337 3.491 0.12
H 0.709 0.128 1.309 0.10
H -0.071 0.833 -0.202 0.11
H -1.114 2.228 2.443 0.12
H -0.824 2.869 0.750 0.12
H 2.256 1.389 2.862 0.10
C -1.354 7.272 -1.136 -0.17
C -0.003 6.625 -0.925 -0.17
C -0.368 5.384 -0.135 -0.23
O -1.688 5.001 -0.550 -0.16
C -2.255 6.068 -1.324 -0.20
H -1.383 7.961 -1.982 0.12
H -1.647 7.821 -0.235 0.12
H 0.427 6.340 -1.891 0.12
H 0.715 7.263 -0.407 0.12
H -0.401 5.591 0.939 0.12
H 0.324 4.558 -0.308 0.09
H -2.276 5.747 -2.371 0.12
H -3.280 6.255 -0.997 0.12
C -2.018 -4.451 4.712 -0.18
C -1.853 -3.943 6.127 -0.17
C -0.367 -4.132 6.357 -0.19
O 0.273 -3.981 5.081 -0.15
C -0.730 -3.990 4.059 -0.22
H -2.910 -4.071 4.210 0.10
H -2.066 -5.545 4.714 0.12
H -2.106 -2.878 6.171 0.11
H -2.469 -4.470 6.858 0.12
H -0.146 -5.138 6.726 0.12
H 0.044 -3.405 7.062 0.12
H -0.825 -2.968 3.673 0.09
H -0.416 -4.643 3.241 0.12
C 1.050 0.370 -7.464 -0.17
C 0.461 1.544 -6.715 -0.17
C 0.033 0.904 -5.410 -0.21
O 0.939 -0.181 -5.160 -0.19
C 1.711 -0.416 -6.349 -0.19
H 1.747 0.656 -8.253 0.12
H 0.247 -0.224 -7.914 0.12
H 1.239 2.291 -6.527 0.12
H -0.361 2.033 -7.240 0.12
H -0.977 0.486 -5.485 0.12
H 0.059 1.604 -4.571 0.12
H 2.729 -0.059 -6.163 0.12
H 1.749 -1.488 -6.556 0.12

---

Entry 2:
101
Properties=species:S:1:pos:R:3:lowdin_charge:R:1 method="wB97M-V/def2-TZVPD" orbital_gap_ev=6.8 homo_energy_ev=-5.051 charge=-1 e_lumo_ev=1.8
C 5.504 -0.602 3.091 -0.07
C 4.161 -0.120 2.598 -0.30
C 3.261 0.522 3.441 -0.06
C 2.031 0.988 2.988 -0.05
C 1.634 0.819 1.663 -0.24
C 0.275 1.297 1.179 -0.27
B -0.326 2.630 1.913 -0.82
Br -1.581 2.031 3.480 0.44
C 2.541 0.176 0.816 -0.06
C 3.773 -0.284 1.270 -0.06
H 5.863 0.100 3.841 0.07
H 6.203 -0.568 2.258 0.05
H 5.451 -1.603 3.507 0.07
H 3.528 0.658 4.483 0.10
H 1.368 1.497 3.671 0.08
H 0.320 1.490 0.109 0.00
H -0.428 0.478 1.346 0.08
H -1.034 3.223 1.119 -0.01
H 0.504 3.393 2.348 0.00
H 2.323 -0.003 -0.229 0.02
H 4.466 -0.791 0.608 0.05
Cl -2.535 2.347 8.561 0.51
C -2.839 3.200 7.020 -0.67
C -4.202 2.890 6.461 -0.66
Cl -4.312 1.208 5.896 0.54
H -2.056 2.922 6.317 0.02
H -2.762 4.266 7.229 0.07
H -4.388 3.526 5.597 0.07
H -4.989 3.056 7.194 0.06
Cl 6.343 -3.398 0.360 0.57
C 5.580 -3.535 -1.248 -0.65
C 6.231 -2.642 -2.268 -0.68
Cl 5.928 -0.919 -1.920 0.58
H 4.529 -3.286 -1.142 -0.01
H 5.669 -4.575 -1.557 0.08
H 5.808 -2.845 -3.246 0.00
H 7.307 -2.791 -2.312 0.02
Cl 2.334 -2.664 -2.154 0.59
C 0.572 -2.525 -2.405 -0.63
C 0.200 -1.189 -2.993 -0.65
Cl 0.521 0.123 -1.832 0.66
H 0.094 -2.681 -1.442 0.07
H 0.273 -3.327 -3.079 0.07
H -0.859 -1.175 -3.233 0.01
H 0.760 -0.979 -3.902 0.07
Cl 9.898 -2.347 -1.048 0.55
C 9.752 -2.227 0.723 -0.68
C 11.079 -1.970 1.388 -0.66
Cl 12.180 -3.370 1.270 0.52
H 9.294 -3.145 1.080 0.05
H 9.073 -1.401 0.929 0.07
H 10.922 -1.778 2.448 0.07
H 11.584 -1.114 0.949 0.07
Cl -7.331 1.166 2.353 0.52
C -5.575 0.827 2.237 -0.64
C -4.788 2.003 1.736 -0.65
Cl -5.145 2.368 0.017 0.54
H -5.451 -0.040 1.593 0.07
H -5.237 0.570 3.239 0.03
H -3.727 1.777 1.818 0.00
H -4.995 2.900 2.313 0.07
Cl -9.255 4.564 4.313 0.54
C -10.673 3.888 3.473 -0.67
C -10.386 3.569 2.029 -0.71
Cl -10.129 5.042 1.054 0.53
H -11.487 4.603 3.566 0.06
H -10.949 2.975 3.998 0.05
H -11.235 3.045 1.596 0.05
H -9.504 2.944 1.927 0.00
Cl -3.604 0.080 -5.682 0.52
C -4.833 0.204 -4.392 -0.66
C -4.291 0.853 -3.145 -0.67
Cl -3.089 -0.168 -2.325 0.59
H -5.201 -0.798 -4.188 0.06
H -5.651 0.803 -4.790 0.07
H -5.101 1.019 -2.436 0.03
H -3.821 1.808 -3.362 0.07
Cl -8.986 -2.708 2.199 0.55
C -10.733 -2.421 2.018 -0.67
C -11.029 -1.063 1.438 -0.64
Cl -10.613 0.253 2.565 0.58
H -11.195 -2.542 2.995 0.07
H -11.117 -3.192 1.352 0.07
H -12.094 -0.977 1.227 0.07
H -10.477 -0.895 0.516 0.07
Cl 3.692 -3.645 -5.658 0.54
C 5.029 -3.390 -6.810 -0.66
C 6.115 -4.423 -6.653 -0.65
Cl 6.991 -4.238 -5.113 0.59
H 5.408 -2.381 -6.662 0.06
H 4.605 -3.459 -7.811 0.07
H 6.847 -4.313 -7.451 0.07
H 5.711 -5.431 -6.688 0.07
Cl 7.454 1.363 -6.358 0.52
C 6.270 2.450 -5.581 -0.66
C 5.342 1.713 -4.652 -0.67
Cl 4.235 0.630 -5.530 0.53
H 5.722 2.960 -6.369 0.06
H 6.839 3.188 -5.018 0.07
H 4.724 2.426 -4.108 0.08
H 5.890 1.110 -3.932 0.02

---

Entry 3:
116
Properties=species:S:1:pos:R:3:lowdin_charge:R:1 method="wB97M-V/def2-TZVPD" orbital_gap_ev=7.2 homo_energy_ev=-10.825 charge=+1 e_lumo_ev=-3.7
N 1.319 3.165 3.874 0.18
C 1.576 1.741 3.361 -0.10
C 3.098 1.299 3.576 -0.07
C 3.919 1.009 2.260 -0.31
F 3.063 0.434 1.273 -0.07
F 4.844 -0.030 2.562 0.05
C 4.690 2.198 1.569 -0.22
F 3.987 2.697 0.443 0.04
F 5.898 1.679 1.034 0.09
C 5.091 3.456 2.453 -0.24
F 5.740 4.324 1.529 0.11
F 3.904 4.128 2.798 0.08
C 6.138 3.211 3.607 -0.30
F 6.027 1.950 4.243 0.08
F 7.403 3.149 2.978 0.10
S 6.254 4.499 4.957 0.98
F 7.873 4.772 4.606 -0.16
F 5.870 5.768 3.985 -0.14
F 4.700 4.237 5.465 -0.22
F 6.751 3.292 6.021 -0.17
F 6.415 5.578 6.209 -0.15
H 0.351 3.154 4.249 0.18
H 1.373 3.871 3.123 0.17
H 1.930 3.424 4.666 0.09
H 0.941 1.073 4.044 0.08
H 1.221 1.736 2.287 0.15
H 3.566 2.093 4.265 0.10
H 3.101 0.337 4.208 0.04
Br 1.145 1.109 -1.304 0.63
C 2.316 1.334 -2.846 -0.69
C 3.545 2.132 -2.490 -0.69
Br 3.137 4.034 -2.351 0.64
H 1.719 1.793 -3.635 -0.08
H 2.589 0.321 -3.146 0.05
H 4.293 2.059 -3.281 0.04
H 3.993 1.834 -1.544 -0.02
Br 4.484 -0.939 -0.749 0.76
C 5.378 -2.107 -2.028 -0.66
C 4.406 -3.074 -2.656 -0.70
Br 3.965 -4.526 -1.433 0.61
H 6.192 -2.598 -1.497 0.06
H 5.794 -1.437 -2.782 0.05
H 4.854 -3.560 -3.524 0.02
H 3.465 -2.611 -2.952 0.05
Br -3.097 1.583 -0.160 0.59
C -3.330 2.910 -1.566 -0.68
C -1.996 3.347 -2.118 -0.69
Br -1.105 4.583 -0.900 0.56
H -3.909 3.729 -1.142 0.05
H -3.923 2.412 -2.334 0.06
H -2.126 3.906 -3.046 0.06
H -1.310 2.519 -2.292 0.00
Br -1.655 -1.417 3.574 0.61
C -0.124 -2.618 3.491 -0.68
C 0.499 -2.793 4.850 -0.64
Br 1.554 -1.222 5.315 0.73
H 0.566 -2.207 2.755 0.05
H -0.521 -3.564 3.120 0.07
H 1.203 -3.626 4.851 0.07
H -0.229 -2.941 5.647 0.06
Br 4.612 2.766 -6.374 0.62
C 3.164 3.740 -7.242 -0.68
C 2.101 4.139 -6.251 -0.66
Br 0.976 2.620 -5.772 0.69
H 2.789 3.104 -8.043 0.05
H 3.635 4.623 -7.676 0.06
H 1.420 4.869 -6.689 0.06
H 2.506 4.539 -5.322 0.02
Br -7.527 0.138 0.660 0.60
C -7.519 1.207 2.288 -0.68
C -6.249 2.010 2.409 -0.69
Br -4.757 0.891 2.973 0.55
H -7.676 0.521 3.120 0.06
H -8.384 1.866 2.200 0.06
H -6.346 2.768 3.187 0.06
H -5.952 2.490 1.476 0.04
Br -10.968 -1.683 1.273 0.59
C -11.003 -1.900 -0.662 -0.69
C -11.054 -3.356 -1.050 -0.68
Br -9.310 -4.201 -0.849 0.60
H -10.129 -1.381 -1.056 0.03
H -11.905 -1.383 -0.990 0.06
H -11.303 -3.464 -2.106 0.06
H -11.759 -3.936 -0.455 0.05
Br 7.447 -3.039 -5.488 0.61
C 6.533 -4.488 -6.417 -0.69
C 5.685 -3.964 -7.548 -0.69
Br 4.035 -3.167 -6.883 0.60
H 5.962 -5.036 -5.668 0.05
H 7.330 -5.128 -6.798 0.06
H 5.365 -4.780 -8.197 0.06
H 6.186 -3.205 -8.146 0.05
Br -7.300 -9.032 -0.093 0.61
C -7.544 -7.696 -1.491 -0.73
C -6.220 -7.244 -2.054 -0.71
Br -5.320 -6.009 -0.844 0.59
H -8.127 -6.884 -1.057 -0.01
H -8.138 -8.193 -2.259 0.05
H -6.368 -6.680 -2.976 -0.02
H -5.529 -8.065 -2.242 0.05
Br -7.995 -2.376 -3.891 0.60
C -7.123 -3.531 -5.197 -0.68
C -8.103 -4.499 -5.812 -0.67
Br -8.513 -5.963 -4.592 0.67
H -6.296 -4.021 -4.686 0.05
H -6.726 -2.854 -5.955 0.06
H -7.670 -4.976 -6.692 0.06
H -9.051 -4.038 -6.085 0.05
Br 2.667 2.736 7.431 0.64
C 3.369 3.916 8.818 -0.66
C 4.166 3.143 9.839 -0.69
Br 2.998 2.175 11.061 0.63
H 2.518 4.445 9.245 0.06
H 4.006 4.627 8.291 0.05
H 4.739 3.823 10.471 0.07
H 4.840 2.411 9.395 0.06

---

Entry 4:
98
Properties=species:S:1:pos:R:3:lowdin_charge:R:1 method="wB97M-V/def2-TZVPD" orbital_gap_ev=10.6 homo_energy_ev=-10.159 smiles="CC(=O)OCCCCC[C@]1(O)OC(=O)O[C@@H]1CCF.O=S1(=O)CCCC1.O=S1(=O)CCCC1.O=S1(=O)CCCC1.O=S1(=O)CCCC1" e_lumo_ev=0.4
C -2.006 -3.354 -4.008 -0.01
C -1.624 -2.088 -2.984 -0.27
O -2.613 -1.699 -2.165 -0.04
O -0.259 -1.530 -3.011 -0.10
C -0.171 -0.251 -2.282 -0.17
C -0.776 1.012 -3.168 -0.15
C -2.079 1.734 -2.492 -0.19
C -2.706 2.995 -3.320 -0.18
C -2.244 3.125 -4.885 -0.08
C -3.196 2.165 -5.827 -0.37
O -4.263 3.061 -6.362 -0.03
O -3.869 0.995 -5.243 0.02
C -4.508 0.387 -6.458 -0.21
O -5.528 -0.473 -6.549 0.04
O -3.874 0.922 -7.709 -0.04
C -2.584 1.484 -7.186 -0.15
C -1.642 0.147 -7.061 -0.11
C -1.912 -0.997 -8.212 -0.11
F -0.611 -1.667 -8.572 -0.16
H -2.685 -3.024 -4.906 0.09
H -2.550 -4.152 -3.337 0.10
H -0.991 -3.808 -4.372 0.09
H -0.638 -0.297 -1.184 0.12
H 0.992 -0.054 -2.101 0.14
H -1.029 0.587 -4.228 0.09
H 0.122 1.782 -3.310 0.13
H -2.861 0.900 -2.231 0.11
H -1.711 2.169 -1.442 0.11
H -3.888 2.831 -3.336 0.12
H -2.560 4.010 -2.708 0.13
H -2.505 4.244 -5.212 0.14
H -1.092 3.008 -5.080 0.12
H -4.795 3.305 -5.539 0.14
H -2.066 2.185 -7.969 0.18
H -0.480 0.415 -7.114 0.14
H -1.784 -0.408 -6.014 0.11
H -2.588 -1.830 -7.702 0.13
H -2.347 -0.587 -9.218 0.14
C -0.090 0.269 2.933 -0.22
C -0.203 1.671 3.530 -0.21
C 0.748 2.579 2.752 -0.22
S 0.886 1.875 1.116 0.68
O 2.246 1.417 0.925 -0.33
O 0.218 2.742 0.166 -0.34
C -0.149 0.457 1.424 -0.25
H -0.888 -0.389 3.288 0.11
H 0.870 -0.177 3.218 0.10
H -1.233 2.033 3.418 0.09
H 0.032 1.676 4.599 0.12
H 0.360 3.598 2.677 0.11
H 1.745 2.592 3.201 0.11
H 0.223 -0.405 0.869 0.10
H -1.164 0.706 1.098 0.07
C -5.215 -0.720 4.079 -0.22
C -5.328 0.682 4.676 -0.22
C -4.377 1.590 3.899 -0.22
S -4.239 0.885 2.263 0.70
O -2.879 0.427 2.072 -0.33
O -4.906 1.752 1.312 -0.32
C -5.274 -0.532 2.571 -0.23
H -6.013 -1.379 4.434 0.12
H -4.254 -1.167 4.365 0.12
H -6.358 1.043 4.564 0.12
H -5.093 0.687 5.745 0.12
H -4.765 2.609 3.824 0.11
H -3.380 1.603 4.347 0.10
H -4.902 -1.395 2.015 0.11
H -6.289 -0.283 2.245 0.11
C 6.813 0.874 -0.175 -0.23
C 5.421 0.972 0.448 -0.23
C 5.034 -0.427 0.925 -0.23
S 6.564 -1.270 1.298 0.67
O 6.725 -2.366 0.366 -0.33
O 6.673 -1.448 2.732 -0.34
C 7.645 0.057 0.801 -0.24
H 7.250 1.862 -0.348 0.12
H 6.750 0.358 -1.141 0.12
H 5.451 1.658 1.303 0.12
H 4.686 1.364 -0.262 0.11
H 4.412 -0.388 1.824 0.10
H 4.519 -0.989 0.141 0.11
H 8.555 -0.350 0.354 0.11
H 7.892 0.640 1.693 0.11
C 4.404 -3.602 6.744 -0.23
C 4.664 -3.760 5.247 -0.21
C 3.438 -3.225 4.509 -0.22
S 2.715 -1.987 5.574 0.66
O 1.414 -2.454 6.006 -0.33
O 2.913 -0.677 4.987 -0.34
C 3.863 -2.191 6.922 -0.24
H 5.311 -3.761 7.333 0.12
H 3.655 -4.334 7.068 0.12
H 5.548 -3.174 4.966 0.11
H 4.863 -4.802 4.978 0.12
H 3.711 -2.767 3.554 0.10
H 2.694 -4.009 4.347 0.11
H 3.351 -2.043 7.874 0.11
H 4.656 -1.447 6.801 0.11

---

Entry 5:
101
Properties=species:S:1:pos:R:3:lowdin_charge:R:1 method="wB97M-V/def2-TZVPD" multiplicity=2 orbital_gap_ev="6.5 / 6.4" homo_energy_ev="-6.570 / -6.370" e_lumo_ev="0.0 / 0.0"
Mn 0.267 1.145 1.070 0.81
C 1.999 -2.356 -2.741 -0.09
N 1.254 -3.106 -1.727 -0.28
C 1.563 -4.533 -1.689 -0.09
P 0.866 -2.341 -0.326 0.50
O 0.485 -0.929 -0.521 -0.26
O 2.225 -2.494 0.577 -0.27
P 2.658 -1.350 1.644 0.50
O 1.493 -0.559 2.100 -0.30
N 3.335 -2.170 2.889 -0.29
C 4.423 -3.104 2.635 -0.09
C 2.587 -2.395 4.127 -0.08
N 3.861 -0.526 0.882 -0.27
C 3.889 0.933 1.142 -0.09
C 4.307 -0.869 -0.469 -0.10
N -0.241 -3.277 0.445 -0.27
C -1.611 -2.734 0.513 -0.07
C 0.116 -4.125 1.584 -0.09
H 1.746 -2.741 -3.729 0.09
H 3.083 -2.438 -2.604 0.08
H 1.715 -1.306 -2.700 0.06
H 1.425 -4.949 -2.688 0.09
H 0.882 -5.041 -1.009 0.07
H 2.596 -4.724 -1.373 0.09
H 4.954 -2.822 1.723 0.08
H 4.057 -4.130 2.525 0.09
H 5.129 -3.076 3.468 0.09
H 1.790 -1.660 4.214 0.07
H 3.258 -2.283 4.981 0.09
H 2.148 -3.400 4.164 0.08
H 3.535 1.148 2.148 0.09
H 3.265 1.479 0.435 0.05
H 4.919 1.282 1.056 0.09
H 4.211 -1.938 -0.648 0.07
H 5.357 -0.593 -0.572 0.09
H 3.733 -0.329 -1.231 0.08
H -1.796 -2.079 -0.338 0.08
H -1.773 -2.171 1.434 0.06
H -2.324 -3.559 0.476 0.09
H 1.139 -4.483 1.493 0.07
H -0.553 -4.986 1.608 0.09
H 0.017 -3.586 2.534 0.08
N 0.155 4.804 1.895 0.21
C 1.040 4.093 1.189 -0.65
O 1.412 2.975 1.534 -0.07
C 1.634 4.766 -0.020 -0.54
I 3.736 5.016 0.274 0.83
H -0.404 4.264 2.540 0.10
H -0.295 5.598 1.476 0.11
H 1.221 5.748 -0.221 0.04
H 1.536 4.102 -0.872 0.03
C -0.144 1.326 3.365 -0.12
C -1.380 0.653 3.652 -0.32
C -2.584 1.363 3.882 -0.07
C -3.780 0.721 4.113 -0.05
C -3.849 -0.675 4.143 -0.26
C -2.667 -1.404 3.962 -0.06
C -1.469 -0.762 3.730 -0.07
C -5.095 -1.360 4.337 -0.21
N -6.091 -1.926 4.476 0.12
H 0.770 0.801 3.611 0.03
H -0.116 2.389 3.575 0.04
H -2.550 2.448 3.863 0.11
H -4.685 1.293 4.280 0.11
H -2.715 -2.486 4.017 0.11
H -0.558 -1.335 3.583 0.08
C -0.952 3.728 -4.006 -0.08
C -1.531 2.497 -4.710 -0.15
C -1.084 1.112 -4.160 -0.31
C -1.718 0.023 -5.031 -0.18
C -1.277 -1.391 -4.650 -0.07
C 0.419 1.034 -4.251 -0.42
O 1.027 0.766 -5.267 0.10
N 1.081 1.339 -3.087 0.21
C 0.491 1.481 -1.829 -0.54
O 1.298 1.773 -0.904 -0.07
N -0.818 1.319 -1.654 0.18
C -1.614 1.007 -2.718 -0.43
O -2.798 0.703 -2.591 0.03
H -1.370 4.637 -4.443 0.07
H 0.134 3.779 -4.117 0.08
H -1.189 3.725 -2.939 0.07
H -1.264 2.527 -5.767 0.12
H -2.620 2.517 -4.638 0.12
H -1.458 0.219 -6.071 0.12
H -2.795 0.113 -4.920 0.11
H -0.245 -1.567 -4.957 0.06
H -1.907 -2.134 -5.142 0.08
H -1.353 -1.552 -3.569 0.07
H 2.087 1.359 -3.113 0.16
C -4.774 2.377 -0.594 -0.07
N -3.563 2.856 0.058 0.04
C -2.628 2.067 0.632 -0.59
N -2.964 0.755 0.764 0.22
O -1.567 2.573 1.064 -0.05
H -5.323 3.233 -0.973 0.08
H -5.407 1.845 0.118 0.09
H -4.543 1.710 -1.426 0.06
H -3.270 3.800 -0.096 0.13
H -3.380 0.343 -0.057 0.10
H -2.239 0.193 1.159 0.07

---

no.,DFT total energy (Eh)
1,-1527.3551
2,-12900.3519
3,-59476.6563
4,-3843.1798
5,-4378.6630